Entry 1:
DFT (the ωB97M-V functional and the def2-TZVPD basis) results for a cluster of 2 separate species, C4H12NO2 in total in a non-equilibrium geometry.

Each line ends with the natural charge from an NBO analysis.
Element x y z (Å)
H1 -0.58 1.97 -0.76  0.221
H2 2.20 -1.48 2.40  0.513
C1 0.32 1.35 -0.58  -0.228
H3 0.76 -0.14 0.79  0.478
H4 -3.32 -0.63 0.21  0.171
H5 2.00 1.20 -1.80  0.250
H6 0.90 2.14 -0.11  0.236
H7 1.55 -2.25 1.28  0.493
H8 0.61 1.23 -2.72  0.257
O1 1.69 -1.35 1.59  -0.965
C2 0.99 0.78 -1.80  -0.670
H9 -0.57 -1.66 0.00  0.252
H10 -0.52 0.78 1.34  0.456
C3 -2.36 -0.56 0.74  0.411
C4 -1.02 -0.67 -0.01  -0.335
H11 1.00 -0.30 -1.92  0.234
N1 -0.10 0.39 0.50  -0.526
H12 -1.27 -0.45 -1.06  0.234
O2 -2.29 -0.36 1.93  -0.482

Results
Net charge: +1
E_HOMO, eV: -14.67
Energy, hartree: -364.5710
Molecular weight, g mol⁻¹: 106.1
Energy above the lowest of the compared OMol25 structures with the same formula, charge and spin, kcal/mol: 40.3
Maximum force, eV Å⁻¹: 2.6

Entry 2:
DFT (the ωB97M-V functional and the def2-TZVPD basis) results for a structure of composition C31H58I2N6O5P2STi.

Each line ends with the Löwdin spin population.
Element x y z (Å)
H1 -2.27 4.66 -0.24  0.000
N1 4.48 0.50 -1.40  0.000
I1 3.31 -0.14 2.71  0.034
H2 -2.53 -2.26 -2.59  0.000
H3 -1.71 -0.56 5.08  0.000
O1 0.15 -1.53 2.33  0.007
H4 1.17 3.08 -5.80  0.000
H5 1.58 3.55 -3.37  0.000
C1 -0.95 -0.73 -2.81  0.008
H6 -4.57 2.83 -4.97  0.000
C2 -1.17 -2.58 5.64  0.000
H7 1.05 3.34 3.62  0.041
C3 4.46 2.87 -1.35  0.000
H8 2.60 -4.96 -1.06  0.000
C4 -3.72 3.39 -4.56  0.000
C5 -7.14 -0.31 1.67  0.000
H9 1.38 1.57 -4.91  0.000
H10 1.27 -1.00 5.61  0.000
P1 2.19 -3.32 0.66  -0.003
N2 -0.05 -0.28 -1.93  0.000
C6 0.61 3.22 -3.74  0.000
H11 -7.68 0.60 1.41  0.000
H12 -2.77 0.10 3.25  0.001
H13 6.05 1.66 -2.10  0.000
C7 4.41 -4.92 1.42  0.000
C8 1.62 -3.38 -2.15  0.000
H14 1.91 -3.79 -3.11  0.000
C9 1.28 2.82 2.71  0.766
O2 -0.44 4.12 -1.09  0.001
C10 -3.32 2.82 -3.22  0.000
H15 1.46 3.83 -0.34  0.001
N3 -2.90 0.31 1.21  -0.003
N4 2.59 1.61 -0.50  0.000
H16 1.63 -2.29 -2.22  0.000
C11 -1.25 6.40 -1.03  0.000
H17 0.52 0.55 -2.02  0.000
S1 0.59 -2.15 3.69  0.001
H18 -4.13 2.90 -2.49  0.000
H19 3.60 -3.54 -1.26  0.000
H20 -5.70 0.15 -0.63  0.000
H21 -0.03 4.09 -3.85  0.000
C12 5.16 -0.76 -1.67  0.000
H22 -1.81 7.12 -0.44  0.000
Ti1 1.29 -0.77 0.87  0.976
C13 3.26 0.50 -0.80  0.000
C14 -4.81 -0.12 2.60  0.000
C15 -3.73 0.32 0.17  0.000
C16 -0.28 -4.70 0.94  0.000
H23 -1.72 6.32 -2.01  0.000
H24 5.45 -1.22 -0.73  0.000
H25 -1.67 -2.69 3.52  0.000
H26 -0.90 -0.65 6.64  0.000
P2 -1.16 2.80 -1.73  0.004
C17 -3.45 0.10 2.40  0.000
C18 -0.90 -3.03 4.21  0.000
H27 1.28 -4.65 2.43  0.000
H28 2.27 2.80 2.27  0.035
H29 -3.05 1.76 -3.31  0.000
H30 -7.40 -0.58 2.69  0.000
C19 -5.09 0.13 0.26  0.000
H31 3.63 -3.24 2.56  0.001
H32 -3.26 0.50 -0.80  0.000
H33 -7.50 -1.10 1.00  0.000
C20 -1.72 -1.69 -2.18  0.001
H34 -1.52 -2.33 -0.04  0.000
C21 -0.92 -1.07 5.63  0.000
H35 5.40 -4.92 1.88  0.000
C22 -1.25 5.06 -0.34  0.001
O3 2.73 -0.64 -0.55  -0.004
H36 -0.82 5.11 0.66  0.000
H37 -2.18 -2.84 5.93  0.000
C23 -5.67 -0.10 1.51  0.000
H38 -0.24 6.77 -1.15  0.000
H39 -4.02 4.43 -4.46  0.000
H40 6.05 -0.54 -2.26  0.000
C24 3.15 2.79 -0.78  0.000
C25 1.18 -4.69 1.34  -0.002
H41 4.54 -5.25 0.39  0.000
H42 4.94 3.81 -1.56  0.000
C26 0.42 -0.86 4.94  0.000
N5 -0.20 -0.88 -0.74  0.009
H43 4.46 -2.77 1.11  0.000
H44 -0.79 -5.58 1.33  0.000
H45 1.67 -5.62 1.04  0.000
H46 -0.99 -0.33 -3.81  0.000
C27 3.79 -3.53 1.52  0.002
O4 0.04 2.34 -2.72  0.000
H47 0.56 0.09 4.42  0.001
H48 0.60 -3.69 -1.96  0.000
H49 -2.90 3.33 -5.27  0.000
N6 2.46 3.89 -0.51  0.003
H50 -0.49 -3.07 6.34  0.000
H51 2.83 4.79 -0.76  0.000
C28 5.07 1.70 -1.65  0.000
C29 0.74 2.44 -5.03  0.000
H52 -0.24 2.11 -5.37  0.000
H53 -0.41 -4.73 -0.15  0.000
H54 4.50 -1.42 -2.22  0.000
H55 3.82 -5.67 1.95  0.000
O5 -2.19 3.57 -2.72  0.001
I2 -0.21 1.73 1.85  0.105
C30 -1.21 -1.73 -0.88  0.010
C31 2.57 -3.86 -1.06  0.000
H56 -0.81 -3.82 1.31  0.000
H57 -0.74 -4.10 4.08  0.000
H58 -5.18 -0.28 3.60  0.000

Results
Net charge: +2
E_HOMO (alpha / beta), eV: -12.45 / -13.06
Energy, hartree: -4446.2408
Molecular weight, g mol⁻¹: 990.5
Energy above the lowest of the compared OMol25 structures with the same formula, charge and spin, kcal/mol: 1.1
Maximum force, eV Å⁻¹: 0.8
Multiplicity: 3

Entry 3:
DFT (the ωB97M-V functional and the def2-TZVPD basis) results for the ion C11H13N2 with charge +1 in a non-equilibrium geometry.

Each line ends with the natural charge from an NBO analysis.
Element x y z (Å)
H1 -0.59 2.18 1.19  0.205
C1 -1.12 0.28 0.31  -0.060
H2 -0.75 -1.93 -0.66  0.212
H3 0.87 0.68 2.47  0.233
C2 1.75 -1.27 2.32  -0.172
H4 1.43 1.11 -0.58  0.274
H5 1.43 1.82 -3.09  0.466
C3 0.85 -0.32 1.91  -0.222
C4 0.55 1.17 -1.25  0.268
H6 -0.85 1.48 -4.16  0.267
N1 0.58 1.47 -2.56  -0.477
H7 2.42 -1.12 3.07  0.222
C5 -0.03 -0.63 0.88  -0.081
C6 -1.43 1.59 1.08  -0.600
C7 1.80 -2.45 1.61  -0.181
H8 -1.82 1.48 2.11  0.240
C8 0.96 -2.74 0.56  -0.178
C9 0.07 -1.76 0.15  -0.190
H9 2.52 -3.13 1.92  0.222
N2 -0.68 0.80 -0.95  -0.284
H10 0.91 -3.56 0.04  0.214
H11 -2.44 0.44 -2.08  0.261
H12 -2.13 2.15 0.58  0.218
H13 -2.11 -0.12 0.24  0.243
C10 -1.45 0.95 -2.09  -0.045
C11 -0.72 1.44 -3.07  -0.054

Results
Net charge: +1
E_HOMO, eV: -12.77
Energy, hartree: -536.1973
Molecular weight, g mol⁻¹: 173.2
Energy above the lowest of the compared OMol25 structures with the same formula, charge and spin, kcal/mol: 41.7
Maximum force, eV Å⁻¹: 5.2

Entry 4:
DFT (the ωB97M-V functional and the def2-TZVPD basis) results for a cluster of 7 separate species, C32H34F32O10 in total in a non-equilibrium geometry.

Each line ends with the Löwdin charge.
Element x y z (Å)
H1 2.37 -1.75 3.63  0.119
H2 -0.57 5.15 -0.48  0.103
H3 -2.17 3.69 0.85  0.105
F1 -2.31 -0.78 8.15  0.106
H4 4.35 5.45 -1.95  0.176
H5 1.44 0.80 1.86  0.148
C1 6.18 4.38 -2.06  -0.553
C2 -3.48 -8.32 -2.59  -0.549
C3 -1.63 5.16 -0.73  -0.156
C4 4.07 -3.74 3.21  -0.488
H6 -2.37 1.59 -5.36  0.118
H7 1.20 -3.05 1.97  0.100
O1 -2.77 1.78 -2.10  0.001
C5 -3.07 5.66 1.09  -0.467
H8 -0.74 1.18 0.42  0.146
H9 -2.36 -9.58 -3.88  0.176
F2 7.17 3.95 -1.25  0.151
C6 -2.44 0.29 4.62  -0.020
H10 6.96 1.93 -2.13  0.151
C7 5.19 5.24 -1.27  -0.298
O2 5.50 3.34 -2.63  0.041
C8 -0.45 3.38 4.51  -0.298
C9 2.08 -2.76 3.91  -0.154
H11 -4.97 2.10 -4.44  0.126
O3 5.25 -3.89 3.08  0.134
H12 -1.31 -5.78 -1.52  0.174
F3 0.49 3.37 0.71  0.126
H13 -2.78 6.71 -1.74  0.123
H14 -4.31 0.51 -4.11  0.134
H15 -3.25 -5.52 -4.10  0.154
F4 -1.24 1.97 2.72  0.139
F5 3.53 -0.13 -3.63  0.090
C10 1.06 2.26 0.19  -0.426
C11 -2.58 4.49 0.24  -0.068
H16 -2.70 3.08 -4.51  0.119
F6 -1.36 -9.33 -2.19  0.118
F7 0.87 -1.96 -2.71  0.144
F8 -1.21 -4.27 -2.75  0.072
C12 -3.30 -5.02 -2.03  -0.441
O4 -3.53 5.65 2.19  0.131
F9 2.51 2.42 2.08  0.090
H17 -1.39 7.32 -0.94  0.122
C13 -1.91 1.56 -3.23  -0.163
H18 1.21 -2.76 4.56  0.111
F10 -3.94 -8.23 -1.34  0.169
F11 4.31 0.31 -1.61  0.090
C14 -2.54 -9.51 -2.80  -0.307
F12 -3.99 0.22 7.09  0.095
F13 -3.98 -5.43 -0.92  0.117
F14 6.76 5.12 -3.04  0.147
H19 -0.33 3.31 5.59  0.176
C15 -2.64 0.03 7.13  -0.297
F15 5.34 1.30 -4.82  0.095
F16 0.23 1.16 4.10  0.135
H20 -1.57 0.52 -3.30  0.130
C16 6.35 2.26 -2.97  -0.048
C17 1.95 1.52 1.22  -0.286
O5 -1.86 1.58 4.81  0.035
F17 -1.71 -4.01 -0.61  0.108
H21 3.92 -2.78 5.09  0.122
O6 -2.77 -7.20 -2.93  0.037
C18 4.19 0.78 -2.88  -0.291
F18 -3.83 -3.82 -2.39  0.118
H22 -0.57 1.90 -1.16  0.109
F19 0.74 3.75 4.00  0.106
C19 -0.03 1.37 -0.38  -0.056
C20 -4.06 1.88 -2.48  -0.495
F20 4.75 4.54 -0.20  0.107
C21 1.13 -1.94 -1.42  -0.270
F21 -3.13 -10.64 -2.37  0.112
F22 2.94 0.87 0.58  0.092
F23 -2.76 -1.79 5.66  0.134
H23 2.17 -1.76 -1.14  0.177
H24 -2.18 1.02 7.27  0.170
C22 0.23 -1.00 -0.60  -0.545
H25 3.55 1.66 -2.82  0.163
F24 5.77 6.38 -0.86  0.117
H26 -4.55 -6.23 -3.23  0.151
H27 -1.68 4.62 -1.68  0.104
C23 -2.76 2.00 -4.43  -0.138
C24 -1.83 -4.83 -1.66  -0.291
C25 -2.19 6.59 -0.83  -0.158
F25 1.86 2.70 -0.83  0.108
F26 -0.82 -0.81 5.90  0.126
H28 3.11 -4.38 5.06  0.128
O7 0.55 0.25 -1.03  0.039
F27 -1.08 -1.25 -0.76  0.171
F28 0.56 -1.16 0.71  0.136
F29 -1.40 4.25 4.16  0.129
O8 -4.94 2.18 -1.74  0.141
F30 6.29 -0.07 -3.42  0.137
H29 -1.02 2.17 -3.09  0.117
C26 -2.15 -0.59 5.82  -0.471
H30 1.39 -4.52 2.84  0.131
C27 1.88 -3.57 2.64  -0.168
C28 -4.15 1.58 -3.96  -0.067
H31 -1.99 -0.17 3.73  0.151
C29 -3.49 -6.01 -3.16  -0.059
O9 3.22 -3.74 2.16  0.030
C30 3.30 -3.46 4.51  -0.067
C31 5.57 1.06 -3.49  -0.426
H32 7.03 2.58 -3.76  0.154
F31 -4.54 -8.46 -3.43  0.141
H33 -3.51 0.44 4.51  0.156
H34 -3.49 4.10 -0.22  0.126
F32 0.87 -3.20 -0.90  0.055
C32 -0.85 1.98 4.01  -0.547
O10 -2.85 6.82 0.40  0.031

Results
E_HOMO, eV: -10.10
Energy, hartree: -5187.9491
Molecular weight, g mol⁻¹: 1186.6
Energy above the lowest of the compared OMol25 structures with the same formula, charge and spin, kcal/mol: 16.1
Maximum force, eV Å⁻¹: 2.5